No. 1
The following is a DFT calculation (ωB97M-V/def2-TZVPD) of 5 unconnected molecules or ions with the total composition C28H25F5NO.

Calculated values
LUMO energy: 2.355 eV
Net charge: -1
2S+1: 1

Each line ends with the Löwdin charge.
Geometry (Å):
C (2.033, 2.458, -1.277)  -0.06
C (1.059, 2.302, -2.195)  -0.43
N (0.457, 3.397, -2.761)  -0.10
C (-0.984, 3.401, -2.602)  -0.26
C (-1.476, 2.685, -1.369)  -0.45
O (-1.950, 1.574, -1.346)  0.07
F (-1.410, 3.350, -0.187)  0.07
H (2.254, 3.455, -0.932)  0.02
H (2.647, 1.641, -0.913)  0.00
H (0.806, 1.288, -2.494)  0.07
H (-1.522, 2.970, -3.462)  0.10
H (-1.290, 4.446, -2.493)  0.09
F (3.320, -1.318, 0.214)  0.04
C (2.043, -1.114, 0.605)  -0.29
C (1.743, -1.161, 1.951)  -0.02
C (0.433, -0.947, 2.353)  -0.09
C (-0.553, -0.701, 1.407)  -0.10
C (-0.232, -0.663, 0.056)  -0.08
C (1.078, -0.865, -0.350)  -0.01
H (2.527, -1.361, 2.671)  0.11
H (0.183, -0.973, 3.404)  0.07
H (-1.575, -0.538, 1.724)  0.10
H (-1.001, -0.472, -0.679)  0.09
H (1.354, -0.828, -1.395)  0.12
F (0.394, -2.027, 5.604)  0.06
C (0.852, -1.140, 6.507)  -0.29
C (0.651, 0.208, 6.286)  -0.01
C (1.122, 1.118, 7.220)  -0.08
C (1.792, 0.673, 8.352)  -0.10
C (1.987, -0.687, 8.554)  -0.09
C (1.511, -1.604, 7.628)  -0.02
H (0.134, 0.535, 5.394)  0.12
H (0.966, 2.176, 7.063)  0.11
H (2.161, 1.386, 9.077)  0.10
H (2.513, -1.035, 9.433)  0.10
H (1.647, -2.668, 7.770)  0.12
F (-6.891, -4.484, -0.125)  0.04
C (-5.632, -4.013, 0.018)  -0.29
C (-4.576, -4.900, -0.025)  -0.03
C (-3.284, -4.411, 0.117)  -0.08
C (-3.068, -3.054, 0.308)  -0.08
C (-4.145, -2.179, 0.352)  -0.07
C (-5.439, -2.658, 0.201)  -0.02
H (-4.766, -5.955, -0.167)  0.11
H (-2.444, -5.092, 0.079)  0.10
H (-2.062, -2.676, 0.422)  0.08
H (-3.977, -1.121, 0.503)  0.11
H (-6.291, -1.992, 0.224)  0.11
F (1.831, 0.901, -4.302)  0.05
C (2.035, 1.426, -5.514)  -0.28
C (2.651, 2.658, -5.604)  0.00
C (2.868, 3.206, -6.858)  -0.09
C (2.462, 2.526, -8.001)  -0.12
C (1.839, 1.292, -7.888)  -0.11
C (1.625, 0.731, -6.636)  -0.02
H (2.945, 3.173, -4.698)  0.12
H (3.355, 4.169, -6.945)  0.10
H (2.630, 2.961, -8.978)  0.09
H (1.517, 0.763, -8.776)  0.09
H (1.148, -0.233, -6.525)  0.11



No. 2
The following is a DFT calculation (ωB97M-V/def2-TZVPD) of H3NP2S in the gas phase.

Calculated values
LUMO energy: -1.168 eV
Energy above the lowest of the compared OMol25 structures with the same formula, charge and spin: 42.0 kcal per mole
Net charge: 0
Structure (SMILES): [H]/N=P/[PH2]=S
2S+1: 1

Each line ends with the Löwdin charge.
Geometry (Å):
N (1.530, 0.742, -0.110)  -0.43
P (0.324, 1.737, -0.101)  0.62
P (-1.193, 0.006, 0.085)  0.07
S (-3.114, 0.361, -0.423)  -0.05
H (2.457, 1.116, -0.187)  -0.05
H (-0.061, -0.648, -0.647)  -0.05
H (-0.981, -0.403, 1.359)  -0.11



No. 3
The following is a DFT calculation (ωB97M-V/def2-TZVPD) of 4 unconnected molecules or ions with the total composition C38H76N4O6P.

Calculated values
LUMO energy (spin up / spin down): 0.598 / -0.181 eV
Net charge: 0
⟨S²⟩: 3.763
2S+1: 4

Each line ends with the Löwdin charge.
Geometry (Å):
C (2.517, -8.175, 1.615)  -0.01
C (1.181, -8.567, 0.800)  -0.41
O (1.291, -8.851, -0.419)  0.02
N (-0.085, -8.547, 1.574)  -0.16
C (-0.804, -9.814, 1.159)  -0.10
C (-0.965, -7.399, 1.192)  -0.20
C (-0.353, -5.953, 1.530)  -0.16
C (-0.876, -4.804, 0.500)  -0.17
C (-0.576, -5.131, -1.038)  -0.17
C (0.213, -4.001, -1.863)  -0.45
O (0.166, -2.664, -1.294)  -0.14
C (1.409, -2.319, -0.650)  -0.30
O (1.548, -2.326, 0.604)  0.02
P (1.996, -4.602, -2.269)  0.89
C (2.780, -5.464, -0.778)  -0.31
C (1.677, -6.023, -3.525)  -0.30
H (2.358, -8.383, 2.723)  0.09
H (2.653, -7.043, 1.486)  0.06
H (3.433, -8.685, 1.164)  0.09
H (-0.065, -10.690, 1.288)  0.11
H (-1.075, -9.724, 0.040)  0.09
H (-1.787, -9.972, 1.713)  0.09
H (-1.252, -7.527, 0.091)  0.12
H (-1.931, -7.511, 1.817)  0.14
H (-0.632, -5.581, 2.586)  0.12
H (0.787, -5.956, 1.490)  0.07
H (-2.027, -4.814, 0.622)  0.12
H (-0.494, -3.803, 0.881)  0.10
H (0.043, -6.108, -1.064)  0.08
H (-1.554, -5.351, -1.581)  0.11
H (-0.302, -3.931, -2.896)  0.13
H (2.335, -1.958, -1.232)  0.15
H (3.889, -5.148, -0.723)  0.05
H (2.308, -5.120, 0.204)  0.03
H (2.785, -6.604, -0.908)  0.04
H (0.941, -5.674, -4.331)  0.04
H (2.676, -6.359, -3.984)  0.05
H (1.203, -6.882, -2.910)  0.04
C (-2.281, 3.550, -3.068)  -0.03
C (-0.817, 3.654, -2.556)  -0.46
C (0.159, 3.022, -3.575)  -0.13
C (0.116, 1.498, -3.598)  -0.17
C (0.309, 0.932, -2.196)  -0.13
C (-0.684, 1.520, -1.172)  -0.46
N (-0.720, 3.016, -1.206)  -0.03
O (0.419, 3.468, -0.614)  -0.05
C (-2.093, 0.940, -1.445)  -0.03
C (-0.337, 0.974, 0.239)  -0.03
C (-0.538, 5.181, -2.523)  -0.04
H (-2.382, 2.852, -3.903)  0.08
H (-2.975, 3.247, -2.281)  0.08
H (-2.666, 4.512, -3.418)  0.08
H (1.187, 3.329, -3.345)  0.10
H (-0.052, 3.402, -4.580)  0.13
H (-0.830, 1.150, -4.026)  0.10
H (0.905, 1.121, -4.257)  0.12
H (0.206, -0.160, -2.234)  0.11
H (1.340, 1.126, -1.879)  0.12
H (-2.840, 1.403, -0.792)  0.07
H (-2.115, -0.134, -1.252)  0.09
H (-2.421, 1.063, -2.478)  0.06
H (0.690, 1.197, 0.539)  0.08
H (-0.438, -0.113, 0.273)  0.07
H (-1.011, 1.390, 0.996)  0.07
H (-1.196, 5.685, -1.809)  0.09
H (-0.715, 5.623, -3.508)  0.09
H (0.497, 5.418, -2.263)  0.06
C (-6.844, 0.718, 1.757)  -0.03
C (-6.450, -0.171, 2.971)  -0.47
C (-6.867, 0.509, 4.296)  -0.14
C (-5.983, 1.691, 4.682)  -0.19
C (-4.513, 1.286, 4.685)  -0.14
C (-4.068, 0.644, 3.356)  -0.48
N (-4.983, -0.457, 2.919)  -0.05
O (-4.743, -1.532, 3.714)  -0.02
C (-3.985, 1.741, 2.268)  -0.04
C (-2.601, 0.163, 3.497)  -0.04
C (-7.319, -1.444, 2.802)  -0.05
H (-7.104, 1.737, 2.054)  0.08
H (-6.050, 0.771, 1.008)  0.07
H (-7.706, 0.319, 1.216)  0.08
H (-6.834, -0.222, 5.115)  0.12
H (-7.907, 0.844, 4.234)  0.12
H (-6.149, 2.530, 3.998)  0.10
H (-6.266, 2.048, 5.677)  0.11
H (-3.899, 2.169, 4.899)  0.13
H (-4.343, 0.592, 5.516)  0.12
H (-3.755, 1.305, 1.290)  0.07
H (-3.193, 2.457, 2.497)  0.09
H (-4.898, 2.329, 2.173)  0.06
H (-2.464, -0.541, 4.322)  0.08
H (-1.932, 1.004, 3.696)  0.09
H (-2.257, -0.320, 2.576)  0.08
H (-7.062, -1.976, 1.880)  0.09
H (-8.380, -1.179, 2.747)  0.09
H (-7.220, -2.140, 3.638)  0.07
C (3.760, 5.493, -2.471)  -0.03
C (4.146, 4.593, -1.263)  -0.46
C (3.734, 5.266, 0.066)  -0.13
C (4.626, 6.439, 0.460)  -0.18
C (6.093, 6.023, 0.462)  -0.14
C (6.534, 5.386, -0.872)  -0.49
N (5.611, 4.296, -1.317)  -0.05
O (5.843, 3.213, -0.529)  -0.02
C (6.626, 6.490, -1.952)  -0.05
C (7.997, 4.893, -0.733)  -0.05
C (3.267, 3.329, -1.441)  -0.06
H (3.507, 6.512, -2.168)  0.08
H (4.554, 5.545, -3.220)  0.08
H (2.894, 5.105, -3.016)  0.06
H (3.760, 4.530, 0.879)  0.13
H (2.696, 5.611, 0.005)  0.12
H (4.468, 7.284, -0.218)  0.10
H (4.345, 6.791, 1.458)  0.11
H (6.714, 6.899, 0.682)  0.12
H (6.258, 5.322, 1.288)  0.12
H (6.853, 6.060, -2.933)  0.09
H (7.423, 7.199, -1.718)  0.08
H (5.718, 7.086, -2.043)  0.06
H (8.128, 4.182, 0.087)  0.08
H (8.671, 5.729, -0.529)  0.08
H (8.339, 4.414, -1.657)  0.09
H (3.519, 2.801, -2.367)  0.09
H (2.208, 3.601, -1.494)  0.03
H (3.358, 2.626, -0.610)  0.08



No. 4
The following is a DFT calculation (ωB97M-V/def2-TZVPD) of 3 unconnected molecules or ions with the total composition C12H20BNO7.

Calculated values
LUMO energy: -0.047 eV
Energy above the lowest of the compared OMol25 structures with the same formula, charge and spin: 143.5 kcal per mole
Net charge: 0
Structure (SMILES): CCCCCBOC#N.O=C1OCCO1.O=C1OCCO1
2S+1: 1

Each line ends with the Löwdin charge.
Geometry (Å):
C (0.678, 0.413, 1.115)  -0.13
C (-0.703, 1.186, 0.582)  -0.23
C (-1.633, 0.091, -0.213)  -0.21
C (-2.832, 0.767, -1.136)  -0.22
C (-4.336, 0.558, -0.492)  -0.17
B (-4.630, 1.447, 0.860)  -0.17
O (-5.225, 0.772, 2.064)  -0.02
C (-6.552, 0.295, 1.551)  -0.15
N (-7.464, -0.569, 1.156)  0.12
H (1.055, -0.287, 0.255)  0.05
H (0.493, -0.251, 2.066)  0.08
H (1.520, 1.226, 1.347)  0.07
H (-1.251, 1.717, 1.486)  0.11
H (-0.328, 1.962, -0.242)  0.12
H (-0.902, -0.513, -0.938)  0.09
H (-2.135, -0.706, 0.503)  0.12
H (-2.600, 1.890, -1.437)  0.12
H (-2.836, 0.160, -2.164)  0.11
H (-4.442, -0.593, -0.210)  0.12
H (-5.145, 0.860, -1.313)  0.13
H (-4.455, 2.621, 0.970)  0.08
C (0.327, -2.966, -3.561)  -0.14
C (0.829, -2.012, -4.596)  -0.14
O (0.964, -0.798, -3.881)  0.07
C (1.110, -1.127, -2.564)  -0.51
O (1.419, -0.338, -1.687)  0.11
O (0.867, -2.454, -2.358)  0.06
H (0.670, -3.989, -3.737)  0.14
H (-0.766, -2.965, -3.487)  0.14
H (1.809, -2.301, -4.990)  0.14
H (0.131, -1.896, -5.429)  0.14
C (5.492, 0.805, 3.512)  -0.14
C (4.506, -0.183, 2.979)  -0.14
O (3.353, 0.603, 2.744)  0.04
C (3.776, 1.890, 2.582)  -0.51
O (3.067, 2.805, 2.197)  0.13
O (5.096, 2.021, 2.905)  0.06
H (6.521, 0.554, 3.241)  0.14
H (5.427, 0.915, 4.600)  0.14
H (4.830, -0.627, 2.031)  0.14
H (4.292, -0.984, 3.692)  0.14



No. 5
The following is a DFT calculation (ωB97M-V/def2-TZVPD) of 2 unconnected molecules or ions with the total composition C2H2Cl2N2O2.

Calculated values
LUMO energy (spin up / spin down): -0.522 / -0.313 eV
Energy above the lowest of the compared OMol25 structures with the same formula, charge and spin: 47.4 kcal per mole
Net charge: 0
2S+1: 1

Each line ends with the Löwdin charge.
Geometry (Å):
C (-2.289, -0.220, 0.352)  -1.17
C (0.864, 0.253, -0.383)  -0.64
N (-0.902, 1.360, 0.690)  0.16
N (2.071, -0.223, -0.031)  0.20
O (0.349, 0.236, -1.460)  0.09
O (0.256, 0.779, 0.777)  -0.14
Cl (-3.806, 0.177, -0.143)  0.62
Cl (-1.638, -1.708, 0.030)  0.64
H (2.697, -0.563, -0.740)  0.12
H (2.397, -0.090, 0.909)  0.11



No. 6
The following is a DFT calculation (ωB97M-V/def2-TZVPD) of C5H7NO in the gas phase.

Calculated values
LUMO energy: 0.662 eV
Energy above the lowest of the compared OMol25 structures with the same formula, charge and spin: 72.6 kcal per mole
Net charge: 0
Structure (SMILES): C=C=CCNC=O
2S+1: 1

Each line ends with the Löwdin charge.
Geometry (Å):
O (-2.851, -0.526, -0.557)  0.01
C (-2.427, 0.451, 0.028)  -0.37
N (-1.342, 0.451, 0.849)  0.01
C (-0.422, -0.675, 0.821)  -0.19
C (0.564, -0.499, -0.299)  -0.12
C (1.605, 0.281, -0.130)  -0.15
C (2.854, 0.415, 0.200)  0.02
H (-2.909, 1.444, -0.030)  0.13
H (-0.930, 1.350, 1.063)  0.13
H (-1.014, -1.579, 0.680)  0.12
H (0.084, -0.736, 1.793)  0.12
H (2.831, -0.701, 0.223)  0.09
H (0.374, -0.924, -1.278)  0.12
H (3.549, 1.264, 0.277)  0.07